{"formula": "C65H65N13", "method": "ωB97M-V/def2-TZVPD", "symbols": ["N", "C", "C", "C", "C", "C", "H", "H", "H", "H", "H", "N", "C", "C", "C", "C", "C", "H", "H", "H", "H", "H", "N", "C", "C", "C", "C", "C", "H", "H", "H", "H", "H", "N", "C", "C", "C", "C", "C", "H", "H", "H", "H", "H", "N", "C", "C", "C", "C", "C", "H", "H", "H", "H", "H", "N", "C", "C", "C", "C", "C", "H", "H", "H", "H", "H", "N", "C", "C", "C", "C", "C", "H", "H", "H", "H", "H", "N", "C", "C", "C", "C", "C", "H", "H", "H", "H", "H", "N", "C", "C", "C", "C", "C", "H", "H", "H", "H", "H", "N", "C", "C", "C", "C", "C", "H", "H", "H", "H", "H", "N", "C", "C", "C", "C", "C", "H", "H", "H", "H", "H", "N", "C", "C", "C", "C", "C", "H", "H", "H", "H", "H", "N", "C", "C", "C", "C", "C", "H", "H", "H", "H", "H"], "positions_angstrom": [[-4.08263, 2.64712, 1.48196], [-4.59681, 3.82133, 1.02674], [-4.54868, 4.17082, -0.27706], [-3.79442, 3.49412, -1.22935], [-3.25481, 2.29648, -0.80440], [-3.30842, 1.92495, 0.56866], [-5.13808, 4.51117, 1.65725], [-5.12453, 5.06062, -0.48452], [-3.75379, 3.83329, -2.25390], [-2.77972, 1.63793, -1.51644], [-2.90379, 1.00298, 0.95937], [-0.39608, 3.02673, -3.87605], [-0.60197, 3.97909, -4.86260], [-0.86854, 3.68609, -6.21763], [-1.16026, 2.30521, -6.50220], [-1.02058, 1.33955, -5.49297], [-0.63075, 1.71659, -4.20276], [-0.23381, 4.98347, -4.71405], [-0.84165, 4.47501, -6.95471], [-1.31348, 1.95919, -7.51373], [-1.23811, 0.29221, -5.64179], [-0.53686, 0.98466, -3.41418], [4.30021, 0.65756, 3.69311], [5.46942, 0.97736, 3.01642], [5.49322, 1.65395, 1.79685], [4.28771, 2.17950, 1.30137], [3.16386, 1.96280, 2.01544], [3.20005, 1.25606, 3.14519], [6.37516, 0.50319, 3.36455], [6.47778, 1.82748, 1.38826], [4.37681, 2.65649, 0.33652], [2.17505, 2.36714, 1.85680], [2.22037, 1.17134, 3.59179], [-3.90420, -1.25480, 3.73463], [-3.43836, -0.21139, 4.40588], [-4.25963, 0.66874, 5.22679], [-5.67163, 0.34139, 5.34846], [-6.12844, -0.77402, 4.59118], [-5.22661, -1.45050, 3.75202], [-2.39044, 0.00827, 4.26444], [-3.84724, 1.50644, 5.76956], [-6.16920, 1.00756, 6.03769], [-7.15045, -1.12076, 4.55051], [-5.67592, -2.26339, 3.20091], [0.54135, 7.61098, -0.69039], [0.51840, 6.88123, 0.46970], [0.06990, 5.59779, 0.50724], [-0.38014, 5.03045, -0.72383], [-0.49771, 5.83058, -1.83883], [0.03420, 7.12001, -1.78404], [0.94151, 7.36549, 1.33738], [0.01054, 4.94393, 1.36477], [-0.59913, 3.97360, -0.76287], [-0.88868, 5.36561, -2.73177], [0.16936, 7.68877, -2.69214], [-0.47315, -2.02278, 0.09308], [-0.67062, -1.06528, 1.05883], [-0.18694, 0.27175, 0.90776], [0.49593, 0.58398, -0.28197], [0.70397, -0.40430, -1.24089], [0.21210, -1.67947, -1.06437], [-1.19027, -1.41573, 1.93835], [-0.36707, 0.91230, 1.75843], [0.98356, 1.53455, -0.44022], [1.29356, -0.10811, -2.09591], [0.50999, -2.41132, -1.80061], [1.94101, -6.62290, 1.47636], [0.95448, -5.75504, 1.32691], [0.49164, -5.38901, 0.00581], [1.08982, -5.97796, -1.10916], [2.05319, -6.94323, -0.87922], [2.48112, -7.26999, 0.40038], [0.53943, -5.28707, 2.20733], [-0.24135, -4.59592, -0.00548], [0.77284, -5.78424, -2.12326], [2.43438, -7.46041, -1.74733], [3.27488, -7.99624, 0.49476], [-0.80579, 2.45467, 3.63225], [-0.67332, 2.21370, 4.94167], [-1.16865, 3.05407, 5.95939], [-1.86089, 4.20960, 5.61859], [-1.97439, 4.51028, 4.27391], [-1.56231, 3.57334, 3.30576], [-0.00173, 1.37715, 5.06635], [-1.00711, 2.88015, 7.01298], [-2.10275, 4.71331, 6.54281], [-2.43390, 5.40125, 3.87212], [-1.68406, 3.78352, 2.25343], [0.89483, -2.05331, 3.81986], [-0.14171, -2.57081, 4.53531], [0.12727, -3.40933, 5.62483], [1.47815, -3.68842, 5.92421], [2.50319, -2.96866, 5.36525], [2.18684, -2.13834, 4.29521], [-1.13724, -2.27628, 4.23773], [-0.65084, -3.95029, 6.14281], [1.48883, -4.49057, 6.64729], [3.51944, -3.00793, 5.72870], [2.85789, -1.45712, 3.79316], [4.92999, -3.74177, -0.39596], [4.80566, -2.49154, -0.85839], [3.81343, -1.57965, -0.37505], [2.98010, -2.01415, 0.65021], [3.17162, -3.32895, 1.12646], [4.18373, -4.14811, 0.64522], [5.49661, -2.18789, -1.63090], [3.63317, -0.67087, -0.93004], [2.13324, -1.41963, 0.95968], [2.39189, -3.60174, 1.82216], [4.38569, -5.15366, 0.98356], [3.38733, 1.20449, -3.35428], [3.34946, 0.27572, -4.30790], [3.33618, 0.74238, -5.63893], [3.18491, 2.11679, -5.94787], [3.19693, 2.99408, -4.87886], [3.24096, 2.51223, -3.56118], [3.39773, -0.70508, -3.85834], [3.30322, -0.08726, -6.32959], [3.10824, 2.51284, -6.94971], [3.09337, 4.03700, -5.13961], [3.31428, 3.16411, -2.70323], [1.99007, -2.83591, -3.71127], [2.77734, -3.98531, -3.42639], [2.80440, -5.10697, -4.26959], [2.24168, -5.00084, -5.58556], [1.69873, -3.74618, -6.00220], [1.58841, -2.76072, -5.03779], [3.10968, -4.13486, -2.40973], [3.31489, -5.98239, -3.89617], [2.16607, -5.90419, -6.17261], [1.24340, -3.69172, -6.98000], [1.12574, -1.84667, -5.37962], [-5.99433, -2.76031, -2.15452], [-4.66321, -2.86488, -1.87488], [-4.00461, -1.97066, -0.97928], [-4.78963, -0.94422, -0.43215], [-6.17958, -0.99764, -0.59391], [-6.74466, -1.83970, -1.53796], [-4.07393, -3.49839, -2.52127], [-2.92751, -1.98401, -0.90132], [-4.42112, -0.20269, 0.26120], [-6.70769, -0.15450, -0.17366], [-7.81592, -1.71815, -1.60150]], "forces_ev_per_angstrom": [[1.8, 0.1, -1.3], [0.3, -2.3, 0.7], [0.2, 1.6, -1.3], [-1.0, -0.5, 0.7], [0.9, -0.5, 1.0], [-2.8, 2.1, 0.3], [-0.1, -0.5, 0.7], [0.2, 0.3, -0.6], [0.1, -0.1, -0.1], [0.3, -0.1, 0.0], [0.2, 0.0, -0.1], [-0.9, 0.1, -1.5], [1.5, -2.1, -0.7], [-0.7, -2.4, 1.5], [1.1, 0.9, 0.6], [-0.2, 0.8, 0.3], [-0.2, 2.4, -0.6], [-0.3, 0.2, 0.8], [-0.2, -0.1, -0.1], [-0.3, 0.2, -0.1], [0.0, 0.0, -0.4], [0.2, 0.0, 0.1], [0.6, 1.7, -1.6], [-2.1, -1.2, 0.1], [-0.6, 0.3, 1.3], [2.7, -0.3, -1.2], [-1.4, 1.4, -1.0], [1.2, -2.1, 2.6], [0.1, 0.1, 0.4], [-0.2, 0.1, -0.5], [-0.6, 0.3, 0.0], [0.1, 0.3, -0.9], [0.1, -0.6, 0.8], [-0.5, 0.3, -0.6], [-1.4, 1.7, 1.3], [-1.3, -2.6, -1.3], [3.2, -0.4, -0.9], [0.9, 1.3, 0.0], [-0.6, 0.2, 1.6], [0.2, 0.0, 0.2], [0.1, 0.0, -0.1], [-0.9, -0.4, -0.2], [-0.2, 0.3, 0.3], [0.5, -0.2, -0.4], [0.6, 0.4, 1.8], [0.1, 1.0, -1.1], [-0.8, -1.4, -1.6], [0.1, 0.7, 1.1], [0.2, -0.9, 0.1], [-0.1, -0.9, -0.2], [-0.1, 0.1, 0.1], [0.4, 0.3, 0.3], [-0.3, 0.0, -0.1], [0.1, 0.3, -0.1], [-0.3, 0.3, -0.1], [0.5, 1.1, -0.6], [1.2, -0.1, -2.6], [-0.3, -1.7, -0.4], [-0.3, -0.5, 1.1], [-0.2, 0.7, 0.1], [-0.6, 0.4, 2.3], [-0.1, 0.2, 0.1], [0.2, 0.5, -0.2], [-0.2, 0.3, 0.1], [0.1, -0.3, -0.3], [-0.5, -0.5, 0.1], [0.8, -1.3, 0.2], [0.3, -0.2, -2.9], [0.7, -0.1, 1.5], [-0.9, 0.2, 1.3], [0.3, -0.5, -0.2], [-1.4, 1.8, -0.1], [0.0, 0.0, 0.1], [-0.2, 0.0, -0.5], [-0.1, 0.3, 0.0], [0.3, -0.2, 0.0], [0.0, 0.0, 0.6], [-2.1, 1.9, -0.1], [0.6, 0.6, -0.5], [0.1, -0.7, -0.9], [1.3, -1.2, 0.6], [-0.7, -0.5, -1.3], [1.8, -0.7, 1.7], [-0.1, -0.3, 0.9], [0.1, -0.5, -0.1], [-0.7, 1.1, -0.7], [-0.2, 0.2, 0.3], [-0.1, -0.1, 0.0], [0.3, 0.7, 1.1], [2.2, -0.1, 0.1], [0.8, 0.2, -1.2], [-2.5, -0.3, 0.6], [0.5, 0.4, -0.5], [-2.7, -0.2, -0.3], [-0.2, -0.2, -0.2], [-0.1, 0.1, 0.1], [1.2, 0.1, 0.3], [0.1, -0.2, 0.0], [0.4, -0.4, 0.0], [0.8, 0.5, 0.2], [-1.4, 0.2, 1.2], [0.7, -1.3, -0.5], [0.9, -1.0, -1.1], [-0.8, 1.1, 0.4], [-0.5, 1.0, -1.0], [0.0, 0.0, -0.3], [0.2, 0.4, 0.2], [0.0, 0.0, 0.3], [0.5, -0.6, 0.4], [-0.3, 0.0, 0.2], [-0.7, 0.3, 2.0], [0.6, 3.0, -0.3], [-0.9, -1.2, 0.3], [0.6, -1.6, 1.1], [-0.7, 0.3, 0.1], [1.0, -0.9, -1.7], [0.0, -0.5, -1.0], [0.1, 0.4, -0.8], [0.1, -0.3, -0.1], [0.0, 0.3, 0.4], [-0.2, 0.1, 0.1], [2.0, -2.2, -2.1], [-3.2, 1.0, -1.0], [-0.3, 1.6, -1.5], [0.1, 1.0, 1.7], [0.7, -2.6, 1.2], [0.5, 0.0, 1.6], [0.2, 0.5, 0.1], [-0.1, -0.2, -0.2], [0.1, 0.1, -0.4], [0.1, 0.4, 0.0], [-0.2, 0.4, 0.5], [0.5, -0.5, -0.2], [-1.1, 2.3, 0.5], [-1.2, 0.2, -1.3], [-0.4, -1.6, 0.7], [1.3, 1.3, -0.7], [1.3, -0.2, 1.5], [-0.1, -0.5, 0.2], [0.1, -0.1, 0.3], [0.3, -0.1, -0.2], [-0.5, -0.2, 0.2], [-0.2, -0.7, -1.0]], "e_above_lowest_ev": 4.105, "lumo_energy_ha": 0.0115, "homo_ev": -8.891, "e_tot_ev": -87824.01489, "orbital_gap_ev": 9.2}